A structure of composition C33H28N9O6S2Sc in a non-equilibrium geometry. Source: the Open Molecules 2025 dataset; level of theory: the ωB97M-V functional and the def2-TZVPD basis.

Each line ends with the Löwdin charge.
Element x y z (Å)
1 Sc 0.166647 -0.561340 1.103679  0.834
2 O -0.594952 -1.133297 2.795714  -0.135
3 C -0.297798 -1.963584 3.737903  -0.312
4 C -1.242151 -2.235443 4.757083  -0.008
5 C -0.997624 -3.166784 5.736034  -0.096
6 C 0.207789 -3.876917 5.762068  -0.118
7 C 1.169659 -3.594676 4.821949  -0.063
8 C 0.960913 -2.641282 3.813005  -0.131
9 C 2.024895 -2.375811 2.876625  -0.041
10 N 1.916896 -1.568037 1.886805  -0.060
11 N 2.996347 -1.462308 1.023635  0.095
12 C 2.716786 -0.728751 -0.016996  -0.465
13 O 1.584684 -0.129679 -0.229108  -0.150
14 C 3.730429 -0.634302 -1.101676  -0.147
15 C 3.660721 0.432678 -1.995005  -0.031
16 C 4.469137 0.465212 -3.118907  -0.086
17 C 5.350656 -0.577306 -3.369545  -0.098
18 C 5.450552 -1.624926 -2.465154  -0.086
19 C 4.651246 -1.651969 -1.333114  -0.032
20 H -2.165815 -1.671552 4.726294  0.116
21 H -1.748232 -3.353780 6.494644  0.099
22 H 0.379022 -4.626016 6.523467  0.091
23 H 2.118203 -4.120495 4.845246  0.106
24 H 2.975652 -2.893519 3.017751  0.132
25 H 2.965491 1.237104 -1.795520  0.102
26 H 4.410812 1.301280 -3.804421  0.099
27 H 5.950717 -0.575853 -4.270513  0.098
28 H 6.153635 -2.427222 -2.649397  0.100
29 H 4.720396 -2.463873 -0.621933  0.109
30 N 0.812099 7.565359 1.080227  0.095
31 C 0.484356 6.236804 1.297932  -0.322
32 C -0.484890 5.893975 2.248154  -0.026
33 C -0.849394 4.576547 2.432762  -0.058
34 C -0.250009 3.588102 1.670551  -0.302
35 C 0.710201 3.903817 0.726985  -0.050
36 C 1.074598 5.224485 0.536832  -0.028
37 S -0.644318 1.887799 1.980725  0.657
38 O -1.520455 1.813735 3.110319  -0.266
39 O 0.662982 1.230661 2.127002  -0.342
40 N -1.257434 1.116885 0.662349  -0.120
41 C -2.378321 1.673625 0.117031  -0.442
42 N -2.760192 2.907970 0.502061  0.123
43 C -3.855036 3.417494 -0.028826  -0.126
44 C -4.627324 2.735126 -0.955152  -0.070
45 C -4.150606 1.482756 -1.303768  -0.159
46 N -3.047364 0.949729 -0.805868  0.123
47 H 0.581430 8.205549 1.820316  0.087
48 H 1.700658 7.742462 0.644605  0.088
49 H -0.947483 6.675299 2.839350  0.110
50 H -1.590977 4.285417 3.163499  0.116
51 H 1.185285 3.106598 0.167358  0.115
52 H 1.824557 5.485596 -0.200143  0.109
53 H -4.116781 4.416897 0.308303  0.111
54 H -5.533614 3.146991 -1.371757  0.091
55 H -4.682648 0.870447 -2.027876  0.097
56 C -1.034919 -5.321730 -0.659179  0.005
57 N -1.600913 -4.252188 -1.454531  -0.076
58 C -2.932000 -4.001310 -1.667032  0.002
59 C -3.023053 -2.841487 -2.361487  0.008
60 N -1.744665 -2.386435 -2.560779  0.043
61 C -0.889353 -3.255345 -1.990655  -0.454
62 S 0.812808 -2.969177 -1.675210  1.090
63 C -1.352689 -1.136257 -3.163304  -0.271
64 C -1.835635 -0.826032 -4.423242  0.003
65 C -1.393271 0.355307 -4.999124  -0.053
66 C -0.510167 1.152571 -4.294148  -0.037
67 C -0.092898 0.735851 -3.037029  -0.091
68 N -0.504859 -0.395758 -2.485069  0.142
69 H -1.669375 -6.202172 -0.719572  0.101
70 H -0.943607 -5.003193 0.379191  0.109
71 H -0.036515 -5.548510 -1.025049  0.089
72 H -3.699771 -4.659165 -1.303278  0.136
73 H -3.883058 -2.294476 -2.701565  0.136
74 H -2.507752 -1.496133 -4.942757  0.116
75 H -1.723297 0.633799 -5.990813  0.111
76 H -0.145064 2.079049 -4.714869  0.109
77 H 0.601539 1.314908 -2.440614  0.108
78 O 0.629182 -2.973170 -0.022428  -0.547
79 O -0.544739 -2.226619 0.358986  -0.312

Forces on the atoms, in the same order (eV/Å):
Sc -0.6 0.4 -0.3
O -0.2 -0.2 1.0
C 0.1 -0.4 0.5
C 0.0 0.1 -0.2
C 0.1 0.0 -0.1
C 0.0 -0.1 0.2
C 0.0 0.1 -0.1
C -0.4 0.2 0.1
C 0.2 0.1 -0.2
N 0.2 0.1 0.0
N 0.8 -0.1 -0.2
C 0.2 -0.3 0.4
O 1.0 0.2 -0.5
C -0.1 0.0 -0.2
C 0.0 0.0 0.0
C 0.1 0.0 0.0
C 0.0 0.0 0.0
C 0.1 0.0 0.0
C 0.0 0.0 0.1
H 0.0 0.0 0.0
H 0.0 0.0 0.0
H 0.1 0.0 0.0
H 0.0 0.0 0.0
H 0.0 0.0 -0.1
H -0.1 0.0 0.0
H 0.0 0.0 0.0
H 0.1 0.0 0.0
H 0.0 0.0 0.0
H -0.1 0.0 0.0
N -0.1 0.0 -0.1
C -0.1 -0.1 0.0
C 0.1 0.1 0.0
C 0.0 -0.1 0.0
C 0.0 -0.3 0.0
C 0.1 0.0 0.0
C 0.0 0.0 0.0
S -0.6 0.8 0.1
O -0.1 0.4 0.0
O 0.0 0.5 0.1
N 0.4 1.0 0.8
C -0.6 0.0 -0.3
N 0.2 -0.3 0.1
C 0.0 0.0 0.0
C 0.0 0.0 0.1
C 0.0 0.0 -0.1
N 0.3 -0.3 0.1
H 0.1 0.0 0.0
H 0.0 0.0 0.0
H 0.0 0.0 0.0
H 0.0 0.1 0.0
H 0.0 0.0 0.0
H 0.0 0.0 0.0
H -0.1 0.0 0.0
H 0.0 0.0 0.0
H 0.0 0.0 0.0
C 0.1 -0.3 0.4
N 0.0 0.4 -0.4
C -0.1 0.0 0.0
C -0.2 0.0 -0.1
N 0.3 -0.2 0.4
C 0.4 0.1 0.2
S -0.2 -0.2 0.1
C 0.1 0.3 -0.4
C -0.1 -0.1 0.0
C 0.0 0.0 0.0
C 0.0 0.1 0.0
C 0.0 0.0 0.0
N -0.4 -0.2 0.2
H 0.0 0.0 -0.1
H -0.1 0.1 -0.1
H 0.0 0.0 -0.1
H 0.0 0.0 0.0
H 0.0 0.0 0.0
H 0.0 0.0 0.0
H 0.0 0.0 0.0
H 0.0 0.0 0.0
H 0.0 0.0 0.0
O -0.1 -0.4 -0.4
O -0.6 -1.5 -1.0

Values from the calculation:
HOMO-LUMO gap   6.359 eV
Energy relative to the best compared isomer or geometry (same formula, charge and spin)   0.430 eV
LUMO   -0.44 eV
Charge   0

***

A structure of composition C33H29BrF11N6O3Se3TeTl. Source: the Open Molecules 2025 dataset; level of theory: the ωB97M-V functional and the def2-TZVPD basis.

Each line ends with the Löwdin charge.
Element x y z (Å)
1 Tl 2.501010 -0.169742 0.062625  0.715
2 C 0.323328 -2.831241 1.499879  -0.114
3 N 1.145148 -3.298206 0.401851  -0.214
4 C 2.384810 -3.886372 0.871719  -0.203
5 C 3.423029 -2.867941 1.340652  -0.226
6 N 3.734051 -1.941904 0.266061  -0.125
7 C 5.000977 -1.834327 -0.227756  -0.308
8 C 6.169115 -1.936053 0.549783  -0.143
9 F 6.090935 -2.076112 1.888517  0.083
10 C 7.434715 -1.822564 0.013670  -0.149
11 F 8.514127 -1.925583 0.809705  0.091
12 C 7.605445 -1.563310 -1.330706  -0.158
13 F 8.843629 -1.454322 -1.854352  0.079
14 C 6.483024 -1.433560 -2.126586  -0.266
15 F 6.674329 -1.200280 -3.434436  0.060
16 C 5.215781 -1.583608 -1.604439  -0.522
17 F 4.199141 0.958543 -0.382948  -0.482
18 C 0.401270 -4.208157 -0.468434  -0.191
19 C -0.538655 -3.507802 -1.461210  -0.268
20 N 0.130629 -2.952822 -2.615793  0.019
21 C 0.455226 -3.736786 -3.614338  -0.246
22 C 0.294177 -5.153962 -3.806701  -0.141
23 F -0.260854 -5.932070 -2.826357  0.026
24 C 0.699075 -5.835018 -4.936819  -0.184
25 F 0.503201 -7.173253 -5.006408  0.065
26 C 1.299055 -5.196477 -6.002075  -0.187
27 F 1.677283 -5.872813 -7.120765  0.042
28 C 1.485064 -3.822723 -5.886120  -0.178
29 F 2.059690 -3.157247 -6.912839  0.072
30 C 1.088394 -3.143307 -4.766895  -0.183
31 F 1.304751 -1.807638 -4.746281  0.020
32 H 0.027517 -3.664098 2.169595  0.085
33 H 0.848333 -2.082721 2.097569  0.067
34 H -0.583593 -2.361722 1.119008  0.042
35 H 2.201330 -4.605402 1.697968  0.117
36 H 2.820299 -4.444771 0.040121  0.117
37 H 3.079023 -2.334811 2.232511  0.099
38 H 4.308442 -3.431427 1.637119  0.111
39 H 1.117888 -4.790410 -1.050084  0.106
40 H -0.171048 -4.928132 0.149385  0.114
41 H -1.336408 -4.214599 -1.724646  0.100
42 H -1.030783 -2.679674 -0.943188  0.039
43 C -2.661902 2.234458 4.423867  -0.061
44 C -1.700366 3.416991 4.495750  -0.203
45 N -0.676159 3.373862 3.460477  -0.040
46 C 0.390516 2.543473 3.671641  0.007
47 C 1.285293 2.161386 2.736355  -0.042
48 C 2.197981 1.014438 3.129120  -0.602
49 O 2.698548 1.021601 4.248461  0.034
50 O 2.239583 0.049506 2.291153  -0.125
51 C 1.231323 2.770231 1.418437  -0.370
52 O 2.043055 2.584772 0.524231  0.005
53 C 0.035562 3.595444 1.183836  -0.118
54 C -0.242876 4.002982 -0.120538  0.064
55 C -1.483374 4.442874 -0.457676  -0.200
56 F -1.684092 4.876690 -1.730954  0.045
57 C -2.554622 4.444745 0.453492  -0.151
58 C -2.212416 4.232832 1.786644  0.030
59 C -0.939970 3.787073 2.158235  -0.170
60 N -3.904587 4.527291 0.036064  -0.043
61 C -4.104875 3.716838 -1.191823  -0.147
62 C -5.558191 3.569620 -1.582079  -0.176
63 N -6.320400 3.026112 -0.455728  -0.140
64 C -6.253434 3.981262 0.647910  -0.196
65 C -4.817468 4.116012 1.095653  -0.196
66 H -3.441841 2.328348 5.182180  0.074
67 H -2.122414 1.302773 4.597604  0.083
68 H -3.133980 2.156563 3.443992  0.050
69 H -1.178619 3.414343 5.453685  0.118
70 H -2.225861 4.370121 4.430831  0.111
71 H 0.480822 2.141678 4.673838  0.143
72 H 0.519088 3.881865 -0.880304  0.145
73 H -2.976294 4.258436 2.540521  0.077
74 H -3.676323 2.716227 -1.047442  0.067
75 H -3.591382 4.186942 -2.020995  0.117
76 H -5.612687 2.881572 -2.425410  0.128
77 H -5.980261 4.536366 -1.888141  0.119
78 H -5.784644 1.667319 0.118170  -0.167
79 H -7.281744 2.842659 -0.718853  0.126
80 H -6.829984 3.601665 1.493330  0.121
81 H -6.668011 4.951879 0.345703  0.119
82 H -4.497859 3.153092 1.517468  0.088
83 H -4.806819 4.863876 1.893421  0.127
84 Se 0.135035 0.003889 -1.036224  0.209
85 Se -1.348445 0.593975 0.714080  0.013
86 Te -5.186626 0.077917 0.835859  0.360
87 Se -3.153602 -0.042206 -0.686961  -0.141
88 Br 3.733421 -1.475374 -2.756444  0.925

Forces on the atoms, in the same order (eV/Å):
Tl -0.3 0.1 -0.1
C 0.0 0.0 0.0
N 0.0 0.0 0.0
C 0.0 0.0 0.0
C -0.1 0.0 0.0
N 0.2 0.1 0.0
C 0.0 -0.1 0.1
C -0.1 0.0 0.0
F 0.0 0.0 0.0
C 0.0 0.0 0.0
F 0.0 0.0 0.0
C 0.0 0.0 0.0
F 0.0 0.0 0.0
C 0.0 0.0 0.0
F 0.0 0.0 0.0
C 0.0 0.0 0.0
F -0.1 -0.1 -0.1
C 0.0 0.1 0.0
C 0.1 0.0 0.0
N -0.1 0.0 0.1
C 0.0 0.0 -0.1
C 0.0 0.0 0.0
F 0.0 0.0 0.0
C 0.0 0.0 0.0
F 0.0 0.0 0.0
C 0.0 0.0 0.0
F 0.0 0.0 0.0
C 0.0 0.0 0.0
F 0.0 0.0 0.0
C 0.0 0.0 0.0
F 0.0 0.0 0.0
H 0.0 0.0 0.0
H 0.0 0.0 0.0
H 0.0 0.0 0.0
H 0.0 0.0 0.0
H 0.0 0.0 0.0
H 0.0 0.0 0.0
H 0.0 0.0 0.0
H 0.0 0.0 0.0
H 0.0 0.0 0.0
H 0.0 0.0 0.0
H 0.0 0.0 0.0
C 0.0 0.0 0.0
C 0.0 0.0 0.0
N 0.0 0.0 -0.1
C 0.0 0.0 -0.1
C 0.0 0.1 0.1
C -0.1 0.1 0.1
O 0.0 0.0 0.0
O 0.2 -0.1 -0.1
C -0.1 0.0 0.1
O 0.2 -0.1 0.0
C -0.1 0.1 0.0
C 0.1 0.0 -0.1
C 0.0 0.2 -0.1
F 0.0 0.0 0.0
C 0.1 0.0 0.4
C -0.1 -0.1 -0.1
C 0.1 0.0 0.1
N 0.0 0.0 -0.3
C -0.1 -0.1 0.0
C 0.0 0.0 0.1
N -0.1 0.4 -0.1
C -0.1 -0.1 -0.1
C -0.1 0.2 0.2
H 0.0 0.0 0.0
H 0.0 0.0 0.0
H 0.0 0.0 0.0
H 0.0 0.0 0.0
H 0.0 0.0 0.0
H 0.0 0.0 0.0
H 0.0 0.0 0.0
H 0.0 0.0 0.0
H 0.0 0.0 0.0
H 0.0 0.0 0.0
H 0.0 0.0 0.0
H 0.0 0.0 0.0
H 0.3 -0.8 0.3
H 0.0 0.0 0.0
H 0.0 0.0 0.0
H 0.0 0.0 0.0
H -0.1 0.0 0.0
H 0.1 0.0 0.0
Se 0.2 0.0 -0.1
Se 0.0 0.1 0.2
Te 0.1 0.5 -0.3
Se -0.3 -0.2 0.0
Br 0.0 0.0 0.0

Values from the calculation:
HOMO-LUMO gap   3.844 eV
Energy relative to the best compared isomer or geometry (same formula, charge and spin)   1.273 eV
LUMO   2.63 eV
Charge   -2

***

A structure of composition C33H29CdClN4O7S2 in a non-equilibrium geometry. Source: the Open Molecules 2025 dataset; level of theory: the ωB97M-V functional and the def2-TZVPD basis.

Each line ends with the Löwdin charge.
Element x y z (Å)
1 Cd -0.050899 0.900591 0.395700  1.446
2 C 3.882518 0.187158 2.651064  -0.003
3 O 3.231616 1.469564 3.047321  0.017
4 C 2.029646 1.536130 2.467027  -0.329
5 N 1.657995 0.459357 1.858245  0.043
6 C 2.693710 -0.548215 1.970398  -0.316
7 C 2.375558 -1.882195 2.583383  -0.200
8 C 3.263527 -2.935290 2.356309  -0.051
9 C 2.903609 -4.255058 2.621992  -0.066
10 C 1.723318 -4.491746 3.301060  -0.109
11 C 0.939195 -3.451892 3.723653  -0.089
12 C 1.246965 -2.141158 3.331419  -0.035
13 C 1.239774 2.771644 2.410684  -0.254
14 C 1.519519 3.928121 3.088742  -0.010
15 C 0.625964 5.033487 2.939111  -0.074
16 C -0.286054 5.094789 1.852738  0.011
17 C -0.434508 3.866007 1.144179  -0.220
18 N 0.236538 2.754073 1.507651  -0.039
19 C -1.345740 3.720962 -0.039861  -0.369
20 N -1.639732 2.710981 -0.730467  0.078
21 C -2.730654 2.922660 -1.645357  -0.278
22 C -3.004044 4.458223 -1.441713  -0.008
23 O -2.047198 4.827673 -0.314909  -0.020
24 C -3.874316 1.971726 -1.494720  -0.193
25 C -4.673768 1.996980 -0.329713  -0.047
26 C -5.699071 1.117291 -0.094821  -0.077
27 C -5.888714 0.048066 -1.025963  -0.070
28 C -5.165516 0.078675 -2.237809  -0.082
29 C -4.123098 0.994183 -2.457770  -0.044
30 H 4.186049 -0.317235 3.586350  0.136
31 H 4.714349 0.359713 1.980498  0.120
32 H 3.037834 -0.838951 0.975037  0.002
33 H 4.178256 -2.822931 1.790529  0.069
34 H 3.599729 -5.035391 2.305127  0.113
35 H 1.381369 -5.499933 3.531977  0.101
36 H 0.033570 -3.566609 4.231193  0.078
37 H 0.595431 -1.370974 3.585416  0.081
38 H 2.366428 3.939852 3.792376  0.125
39 H 0.722577 5.826296 3.664317  0.086
40 H -0.838314 5.955929 1.534106  0.102
41 H -2.413625 2.771698 -2.767683  0.160
42 H -4.003803 4.758504 -1.130053  0.117
43 H -2.704057 5.038006 -2.329709  0.121
44 H -4.452978 2.770502 0.378808  0.114
45 H -6.306995 1.208428 0.810448  0.108
46 H -6.636412 -0.703072 -0.752520  0.100
47 H -5.203661 -0.743591 -2.979501  0.109
48 H -3.513331 0.871656 -3.343736  0.106
49 O -3.427315 -1.397613 1.886290  0.120
50 C -2.507714 -0.720369 1.258781  -0.459
51 O -2.112470 0.389381 1.675306  -0.008
52 C -2.004901 -1.497476 0.055328  -0.194
53 C -2.564278 -2.720642 -0.213086  -0.033
54 C -2.176458 -3.286141 -1.325619  -0.070
55 C -1.312313 -2.664654 -2.181786  0.006
56 C -0.898772 -1.396608 -1.934635  -0.176
57 N -1.053249 -0.859359 -0.655599  0.082
58 C 0.007019 -0.599626 -2.779520  -0.433
59 O 0.740180 -1.231958 -3.597131  0.055
60 O 0.094139 0.732668 -2.675689  -0.091
61 H -3.588730 -0.978530 2.784414  0.180
62 H -3.328204 -3.142141 0.418946  0.130
63 H -2.473054 -4.323436 -1.552328  0.136
64 H -0.782263 -3.265321 -2.898244  0.133
65 H 1.625227 -0.632589 -3.749909  0.042
66 C 5.885871 -3.501442 -3.354265  -0.122
67 O 4.648660 -2.938461 -2.853471  -0.295
68 C 4.588852 -2.425327 -1.507072  -1.298
69 S 5.895741 -2.131697 -0.489796  0.481
70 S 3.022248 -1.989290 -0.979842  0.509
71 H 5.964419 -3.085934 -4.368516  0.076
72 H 5.771173 -4.590497 -3.356632  0.082
73 H 6.782903 -3.096862 -2.776437  0.053
74 Cl 2.758393 0.758449 -3.369468  0.753
75 C 1.123053 1.364467 -3.620351  -0.438
76 H 0.827555 1.006683 -4.639965  0.110
77 H 1.145751 2.479669 -3.500284  0.113

Forces on the atoms, in the same order (eV/Å):
Cd -0.5 -0.1 0.0
C -1.7 0.1 1.0
O 0.6 0.4 0.2
C 0.4 -0.6 -0.4
N -0.7 -0.1 -0.1
C 1.5 -0.3 -0.2
C 0.0 0.0 0.4
C -0.2 -0.8 -0.8
C 0.6 0.7 0.2
C -0.3 -1.2 0.4
C 0.8 1.6 -1.1
C 0.7 -1.5 -0.2
C 1.3 0.5 0.3
C -0.4 -0.2 0.6
C 0.3 0.2 -0.3
C 0.8 -2.7 0.0
C -0.7 1.8 -0.6
N -0.7 -1.5 -1.2
C 0.0 1.9 1.7
N 1.3 -3.1 0.1
C 0.6 1.3 -2.3
C 1.3 0.2 0.7
O -1.7 0.6 -1.5
C -0.6 -0.7 0.6
C 0.6 0.6 -0.8
C 0.0 -1.4 -0.8
C 0.0 1.3 0.0
C 0.5 -1.2 0.5
C -0.8 0.1 1.0
H 0.1 0.4 -0.5
H 0.1 0.3 0.0
H -0.2 0.3 -0.2
H 0.1 0.5 -0.1
H -0.4 0.1 0.2
H 0.3 0.1 -0.1
H -1.2 -0.6 0.9
H -1.1 1.3 0.3
H -0.6 0.1 -0.3
H 0.0 0.4 -0.3
H -0.2 0.3 0.2
H -0.1 0.3 2.0
H 0.1 -0.2 0.1
H -0.1 -0.2 0.5
H 0.0 0.3 0.4
H 0.2 -0.2 -0.3
H 0.3 0.1 -0.6
H -0.5 0.5 0.6
H 0.0 0.3 0.0
O -1.1 0.1 2.2
C 1.6 1.7 0.5
O -0.3 -2.3 -1.3
C 0.1 2.0 1.5
C -1.8 2.3 3.1
C 1.3 -3.6 -3.8
C 0.3 -2.1 -0.6
C 3.3 4.4 1.0
N -2.0 -0.5 -0.9
C -2.6 -1.6 2.0
O 3.4 0.5 -2.7
O 1.9 1.8 -0.6
H 0.1 -0.4 -1.5
H 0.1 0.1 0.1
H 0.2 0.6 0.0
H -0.3 0.1 -0.8
H -1.9 -2.5 0.3
C 0.3 1.5 0.6
O 0.4 0.6 2.4
C -0.3 0.1 -1.0
S 0.2 -0.5 -0.9
S 0.0 -0.5 -1.2
H 0.0 -0.5 0.1
H 0.4 0.2 0.0
H -1.2 -0.9 -0.5
Cl 0.4 0.4 0.4
C -1.8 -0.3 0.0
H 0.1 0.8 0.9
H -0.6 -1.4 0.2

Values from the calculation:
HOMO-LUMO gap (alpha / beta)   5.423 / 4.661 eV
Energy relative to the best compared isomer or geometry (same formula, charge and spin)   2.708 eV
LUMO (alpha / beta)   -0.78 / -0.66 eV
Charge   0